Density functional theory data (wB97M-V/def2-TZVPD) for C35H29N5O2PS2V as an isolated structure.

Last column: Mulliken spin population.
Cartesian coordinates (Å):
V: 0.23 0.19 1.81  1.0819
N: 3.57 1.69 4.29  -0.0016
C: 2.40 1.33 3.64  0.0276
S: 2.40 -0.25 2.88  -0.0180
N: 1.45 2.22 3.67  -0.0066
N: 0.31 1.87 2.92  -0.0146
C: -0.62 2.75 3.06  -0.0057
C: -1.93 2.69 2.42  0.0029
C: -2.80 3.76 2.63  -0.0106
C: -4.06 3.81 2.06  0.0058
C: -4.47 2.75 1.25  -0.0119
C: -3.63 1.67 1.03  0.0066
C: -2.35 1.61 1.61  0.0164
O: -1.62 0.55 1.37  -0.0188
H: 4.14 0.92 4.59  0.0001
H: 3.47 2.46 4.93  0.0003
H: -0.40 3.62 3.68  -0.0044
H: -2.46 4.58 3.26  -0.0005
H: -4.71 4.66 2.24  0.0004
H: -5.45 2.77 0.79  -0.0017
H: -3.93 0.84 0.40  -0.0005
N: -0.76 -2.94 2.18  -0.0138
P: -0.06 -2.04 0.86  0.0291
C: 0.90 -3.33 0.03  -0.0044
C: 0.36 -4.54 -0.41  0.0005
C: 1.15 -5.46 -1.08  0.0003
C: 2.49 -5.17 -1.32  -0.0007
C: 3.04 -3.97 -0.90  0.0000
C: 2.24 -3.05 -0.22  0.0015
C: -1.48 -1.90 -0.30  -0.0002
C: -1.24 -1.30 -1.53  0.0013
C: -2.27 -1.13 -2.44  -0.0029
C: -3.55 -1.56 -2.13  0.0019
C: -3.80 -2.16 -0.90  -0.0008
C: -2.76 -2.32 0.01  0.0014
C: -0.85 -2.36 3.43  0.0029
C: -1.19 -3.15 4.54  0.0006
C: -1.33 -2.55 5.76  0.0005
C: -1.13 -1.18 5.89  -0.0001
C: -0.77 -0.48 4.75  0.0111
N: -0.62 -1.05 3.55  -0.0202
H: -0.73 -3.95 2.19  0.0015
H: -0.70 -4.75 -0.26  -0.0004
H: 0.73 -6.39 -1.42  0.0000
H: 3.11 -5.89 -1.86  0.0000
H: 4.08 -3.74 -1.09  0.0001
H: 2.66 -2.11 0.12  0.0093
H: -0.25 -0.92 -1.77  0.0002
H: -2.07 -0.65 -3.39  -0.0004
H: -4.36 -1.42 -2.84  0.0003
H: -4.80 -2.48 -0.64  -0.0001
H: -2.96 -2.76 0.98  0.0004
H: -1.35 -4.22 4.41  -0.0006
H: -1.60 -3.15 6.63  0.0001
H: -1.23 -0.66 6.83  0.0003
H: -0.57 0.58 4.79  -0.0047
C: 2.43 1.96 -8.00  -0.0003
C: 3.36 2.60 -7.00  -0.0005
O: 4.43 2.16 -6.72  -0.0002
S: 2.70 4.12 -6.20  -0.0003
C: 2.34 3.41 -4.61  -0.0084
C: 1.01 3.29 -4.21  0.0029
C: 0.70 2.74 -2.98  -0.0064
C: 1.70 2.27 -2.11  0.0028
C: 3.04 2.42 -2.53  -0.0079
C: 3.35 2.98 -3.76  0.0028
C: 1.38 1.67 -0.88  -0.0160
C: 1.04 1.10 0.16  -0.0278
H: 2.93 1.15 -8.51  0.0000
H: 2.06 2.71 -8.70  0.0000
H: 1.56 1.59 -7.45  0.0000
H: 0.23 3.64 -4.87  0.0000
H: -0.33 2.66 -2.66  -0.0010
H: 3.83 2.08 -1.87  -0.0005
H: 4.39 3.09 -4.06  0.0001

Summary:
**Spin multiplicity**: 2
**Energy relative to the best compared isomer or geometry (same formula, charge and spin)**: 0.00 kcal per mole
**Kohn-Sham gap (spin up / spin down)**: 5.56 / 4.72 eV
**Total charge**: -1

Density functional theory data (wB97M-V/def2-TZVPD) for C35H30AsCl2NO3PdSi as an isolated structure.

Last column: Mulliken spin population.
Cartesian coordinates (Å):
Pd: 1.76 -0.79 -0.52  0.4136
Cl: -1.38 -4.60 -0.01  0.0003
C: -0.52 -3.87 1.29  0.0027
C: -0.82 -4.23 2.59  -0.0016
C: -0.13 -3.68 3.65  0.0021
Cl: -0.55 -4.14 5.26  0.0001
C: 0.89 -2.73 3.43  0.0055
C: 1.65 -2.12 4.44  -0.0005
C: 2.60 -1.19 4.11  -0.0001
C: 2.79 -0.86 2.76  0.0056
N: 2.09 -1.41 1.80  -0.0047
C: 1.16 -2.35 2.09  -0.0285
C: 0.45 -2.91 0.97  -0.0004
O: 0.68 -2.54 -0.24  0.0485
H: -1.59 -4.96 2.77  0.0001
H: 1.48 -2.38 5.47  0.0003
H: 3.20 -0.71 4.86  0.0001
H: 3.52 -0.12 2.44  0.0011
C: 3.70 -1.58 -3.34  0.0191
Si: 1.88 -1.13 -2.88  0.0856
C: 0.65 -2.47 -3.57  0.0159
C: 1.35 0.60 -3.58  -0.0002
C: 0.06 1.08 -3.37  0.0124
C: -0.32 2.33 -3.80  -0.0007
C: 0.59 3.15 -4.45  0.0040
C: 1.88 2.69 -4.67  -0.0009
C: 2.26 1.43 -4.24  0.0105
H: 3.84 -1.54 -4.42  0.0043
H: 3.96 -2.59 -3.01  0.0060
H: 4.40 -0.89 -2.88  0.0046
H: 1.09 -2.96 -4.44  0.0032
H: -0.28 -2.01 -3.90  0.0009
H: 0.42 -3.22 -2.83  -0.0061
H: -0.68 0.45 -2.86  -0.0021
H: -1.33 2.68 -3.63  -0.0004
H: 0.30 4.13 -4.78  0.0002
H: 2.60 3.32 -5.17  0.0001
H: 3.26 1.08 -4.41  -0.0013
O: 2.83 0.74 -0.66  0.4789
O: 3.85 0.29 0.04  0.7014
C: -2.13 4.95 -0.83  0.0079
C: -2.94 3.84 -1.00  -0.0022
C: -2.44 2.57 -0.78  0.0028
C: -1.13 2.39 -0.37  0.0343
C: -0.30 3.50 -0.26  0.0049
C: -0.80 4.77 -0.47  0.0000
As: -0.39 0.59 0.03  0.1391
C: -0.08 0.84 1.96  0.0197
C: -0.73 0.09 2.94  -0.0045
C: -0.47 0.32 4.28  -0.0013
C: 0.44 1.28 4.66  0.0050
C: 1.14 1.99 3.70  -0.0039
C: 0.89 1.75 2.35  -0.0140
C: -2.05 -0.45 -0.03  0.0181
C: -3.14 -0.23 0.81  -0.0102
C: -4.27 -1.03 0.70  -0.0001
C: -4.34 -2.02 -0.27  -0.0005
C: -3.27 -2.22 -1.12  0.0005
C: -2.14 -1.44 -1.00  0.0196
H: -2.52 5.94 -0.98  0.0006
H: -3.97 3.97 -1.30  -0.0003
H: -3.08 1.70 -0.94  0.0020
H: 0.75 3.37 -0.03  0.0035
H: -0.15 5.63 -0.36  -0.0001
H: -1.43 -0.69 2.65  0.0025
H: -1.00 -0.26 5.03  0.0002
H: 0.63 1.45 5.71  0.0004
H: 1.88 2.72 3.99  -0.0006
H: 1.48 2.27 1.61  0.0045
H: -3.11 0.56 1.55  0.0009
H: -5.10 -0.86 1.37  0.0004
H: -5.23 -2.63 -0.35  0.0001
H: -3.32 -3.00 -1.88  0.0000
H: -1.29 -1.61 -1.65  -0.0085

Summary:
**Spin multiplicity**: 3
**Energy relative to the best compared isomer or geometry (same formula, charge and spin)**: 43.39 kcal per mole
**Kohn-Sham gap (spin up / spin down)**: 7.35 / 5.76 eV
**Total charge**: 0

Density functional theory data (wB97M-V/def2-TZVPD) for C35H30CsN4OPS as an isolated structure.

Last column: Löwdin charge in e.
Cartesian coordinates (Å):
Cs: 0.25 0.12 -0.38  1.0147
N: -4.05 3.44 -0.17  0.1677
C: -4.16 3.40 -1.55  -0.1902
C: -5.05 3.98 -2.44  -0.0228
C: -4.85 3.72 -3.78  -0.0943
C: -3.78 2.91 -4.21  -0.0914
C: -2.90 2.34 -3.32  -0.0112
C: -3.09 2.60 -1.96  -0.2242
N: -2.37 2.15 -0.87  0.1455
C: -2.97 2.67 0.17  -0.2717
C: -2.56 2.46 1.56  -0.3186
C: -3.21 2.92 2.67  -0.3522
S: -2.42 2.35 4.07  1.0421
C: -1.26 1.57 3.08  -0.4425
N: -1.44 1.71 1.81  -0.0096
H: -4.67 3.91 0.46  0.1540
H: -5.87 4.60 -2.10  0.1077
H: -5.52 4.15 -4.51  0.1003
H: -3.66 2.74 -5.28  0.1002
H: -2.08 1.72 -3.66  0.1118
H: -4.10 3.51 2.74  0.0706
H: -0.45 0.99 3.51  0.0871
C: 5.88 -3.49 3.68  -0.0998
C: 4.99 -2.62 4.30  -0.0955
C: 3.81 -2.27 3.67  -0.1133
C: 3.49 -2.78 2.41  -0.3956
C: 4.38 -3.65 1.80  -0.0968
C: 5.57 -4.00 2.43  -0.0870
P: 1.86 -2.26 1.69  1.0381
C: 2.31 -2.42 -0.09  -0.4830
C: 1.64 -3.25 -0.99  -0.0932
C: 1.95 -3.21 -2.34  -0.0768
C: 2.92 -2.35 -2.82  -0.0953
C: 3.60 -1.52 -1.93  -0.0983
C: 3.29 -1.56 -0.58  -0.1678
C: 0.86 -3.75 2.05  -0.3325
C: 1.30 -4.85 2.73  -0.0841
C: 0.40 -5.90 3.02  -0.0926
C: -0.91 -5.83 2.63  -0.0492
C: -1.39 -4.70 1.93  -0.1870
C: -2.73 -4.59 1.50  -0.0718
C: -3.13 -3.47 0.81  -0.1169
C: -2.21 -2.42 0.54  -0.1986
C: -0.88 -2.45 0.92  -0.2396
C: -0.50 -3.63 1.63  -0.2720
H: 6.81 -3.77 4.17  0.0971
H: 5.23 -2.22 5.28  0.0975
H: 3.13 -1.58 4.15  0.0921
H: 4.15 -4.07 0.83  0.1094
H: 6.26 -4.68 1.94  0.0999
H: 0.87 -3.91 -0.62  0.1051
H: 1.42 -3.86 -3.03  0.1043
H: 3.16 -2.32 -3.88  0.0989
H: 4.37 -0.85 -2.29  0.0962
H: 3.82 -0.91 0.11  0.1063
H: 2.33 -4.94 3.06  0.0915
H: 0.76 -6.77 3.56  0.0946
H: -1.59 -6.64 2.85  0.1042
H: -3.43 -5.39 1.71  0.0985
H: -4.16 -3.38 0.48  0.0882
H: -2.62 -1.57 -0.01  0.0545
C: 4.72 2.72 -0.68  -0.0247
N: 3.77 3.67 -1.24  -0.1846
C: 4.17 5.02 -1.58  -0.0475
C: 2.48 3.30 -1.31  -0.3336
O: 2.05 2.21 -0.95  -0.1893
H: 5.73 3.10 -0.82  0.0863
H: 4.62 1.76 -1.19  0.0834
H: 4.54 2.56 0.38  0.0986
H: 5.22 5.02 -1.86  0.0853
H: 4.05 5.71 -0.74  0.0910
H: 3.59 5.39 -2.42  0.0875
H: 1.82 4.08 -1.73  0.1448

Summary:
**Spin multiplicity**: 1
**Energy relative to the best compared isomer or geometry (same formula, charge and spin)**: 2.70 kcal per mole
**Kohn-Sham gap**: 5.78 eV
**Total charge**: 0

Density functional theory data (wB97M-V/def2-TZVPD) for C35H30F2N8ORh as an isolated structure.

Last column: Löwdin charge in e.
Cartesian coordinates (Å):
Rh: -0.13 -0.80 -0.60  1.1553
C: 1.33 0.21 -4.41  -0.0430
C: 0.50 1.21 -4.92  -0.0379
C: -0.49 1.71 -4.11  0.0081
C: -0.66 1.22 -2.81  -0.2823
N: 0.08 0.19 -2.36  0.0075
C: 1.08 -0.27 -3.15  -0.1077
N: -1.60 1.90 -2.05  0.1814
C: -1.76 1.70 -0.79  -0.3001
N: -1.19 0.77 0.05  -0.0055
C: -1.93 0.71 1.20  -0.2842
N: -1.93 -0.17 2.15  0.1872
C: -1.02 -1.20 2.24  -0.2930
C: -1.13 -2.00 3.39  0.0084
C: -0.16 -2.92 3.69  -0.0369
C: 0.96 -2.99 2.86  -0.0439
C: 0.98 -2.24 1.72  -0.1131
N: -0.02 -1.40 1.36  0.0146
C: -2.89 1.83 1.21  -0.1032
C: -3.81 2.24 2.15  0.0054
C: -4.62 3.31 1.81  -0.0544
C: -4.52 3.93 0.57  -0.0545
C: -3.60 3.50 -0.38  0.0060
C: -2.78 2.45 -0.03  -0.1082
H: 2.15 -0.20 -4.98  0.1128
H: 0.64 1.59 -5.92  0.1181
H: -1.15 2.50 -4.43  0.1210
H: 1.68 -1.05 -2.72  0.0726
H: -1.99 -1.83 4.03  0.1211
H: -0.23 -3.53 4.58  0.1174
H: 1.80 -3.64 3.08  0.1118
H: 1.83 -2.26 1.05  0.0938
H: -3.89 1.74 3.11  0.1184
H: -5.36 3.67 2.52  0.1095
H: -5.18 4.76 0.33  0.1096
H: -3.52 3.97 -1.36  0.1190
F: -5.35 -1.40 -1.35  0.0947
C: -4.15 -1.97 -1.17  -0.2534
C: -3.04 -1.15 -1.15  0.0057
C: -1.79 -1.72 -0.95  -0.1569
C: -1.67 -3.13 -0.89  -0.1035
C: -2.84 -3.88 -0.87  -0.2070
F: -2.77 -5.22 -0.74  0.0807
C: -4.10 -3.33 -0.99  0.0819
C: -0.32 -3.66 -1.03  -0.1783
C: 0.02 -5.00 -1.20  0.0258
C: 1.34 -5.34 -1.43  -0.0271
C: 2.31 -4.35 -1.49  -0.0301
C: 1.90 -3.05 -1.33  -0.1348
N: 0.63 -2.70 -1.11  -0.0095
H: -3.20 -0.09 -1.29  0.1081
H: -4.99 -3.94 -0.97  0.1407
H: -0.74 -5.76 -1.15  0.1141
H: 1.60 -6.38 -1.56  0.1199
H: 3.35 -4.58 -1.66  0.1133
H: 2.60 -2.22 -1.33  0.0634
C: 4.94 -0.89 -1.03  -0.0259
N: 4.57 -0.15 0.16  -0.0759
C: 5.71 0.33 0.94  -0.1548
C: 5.29 0.67 2.34  -0.1479
C: 4.13 1.64 2.25  -0.1528
N: 3.07 1.09 1.42  -0.0734
C: 1.79 1.74 1.62  -0.0293
C: 3.29 0.25 0.38  -0.4380
O: 2.39 -0.21 -0.37  -0.0609
H: 5.43 -1.83 -0.75  0.0987
H: 5.63 -0.31 -1.64  0.1018
H: 4.06 -1.12 -1.62  0.0581
H: 6.17 1.19 0.45  0.1346
H: 6.46 -0.47 0.94  0.1267
H: 6.12 1.11 2.89  0.1250
H: 4.98 -0.24 2.87  0.1259
H: 4.47 2.60 1.85  0.1357
H: 3.71 1.83 3.24  0.1275
H: 1.44 1.57 2.64  0.1000
H: 1.06 1.35 0.93  0.0427
H: 1.89 2.82 1.46  0.1035

Summary:
**Spin multiplicity**: 1
**Energy relative to the best compared isomer or geometry (same formula, charge and spin)**: 6.41 kcal per mole
**Kohn-Sham gap**: 7.56 eV
**Total charge**: +1

Density functional theory data (wB97M-V/def2-TZVPD) for C35H30N7O4ReS2 as an isolated structure.

Last column: Mulliken spin population.
Cartesian coordinates (Å):
Re: 0.21 0.42 0.10  0.9402
O: 0.82 2.24 -0.29  -0.0174
C: 0.80 2.90 -1.45  0.0427
C: 1.27 4.22 -1.45  -0.0081
C: 1.17 5.02 -2.57  -0.0007
C: 0.64 4.50 -3.76  -0.0012
C: 0.27 3.18 -3.80  -0.0017
C: 0.35 2.34 -2.67  0.0178
C: 0.03 0.96 -2.85  -0.0295
N: 0.07 0.05 -1.93  0.0227
N: 0.12 -1.25 -2.34  -0.0115
C: 0.40 -2.04 -1.35  0.0285
O: 0.49 -1.61 -0.12  -0.0245
C: 0.71 -3.46 -1.61  -0.0027
C: 1.21 -4.24 -0.58  -0.0003
C: 1.59 -5.55 -0.82  0.0015
C: 1.46 -6.09 -2.09  -0.0007
C: 0.94 -5.31 -3.12  0.0009
C: 0.57 -4.00 -2.89  -0.0024
H: 1.64 4.62 -0.52  0.0008
H: 1.48 6.05 -2.53  0.0002
H: 0.53 5.14 -4.62  -0.0001
H: -0.10 2.75 -4.73  0.0003
H: -0.16 0.62 -3.86  -0.0007
H: 1.30 -3.80 0.41  -0.0020
H: 1.99 -6.15 -0.01  0.0002
H: 1.76 -7.11 -2.28  -0.0001
H: 0.83 -5.74 -4.11  0.0001
H: 0.16 -3.38 -3.68  -0.0002
C: 0.98 0.08 5.38  0.0022
N: 2.04 0.04 4.39  0.0099
C: 3.37 -0.19 4.65  0.0000
C: 4.02 -0.17 3.47  0.0038
N: 3.07 0.09 2.47  0.0083
C: 1.85 0.20 3.07  0.0184
S: 0.29 0.53 2.50  0.0281
C: 3.45 0.15 1.10  0.0005
C: 4.81 0.23 0.81  0.0030
C: 5.26 0.13 -0.49  -0.0003
C: 4.32 -0.05 -1.49  0.0045
C: 2.99 -0.02 -1.14  -0.0036
N: 2.54 0.10 0.12  -0.0208
H: 1.41 0.01 6.37  0.0003
H: 0.28 -0.74 5.22  0.0000
H: 0.42 1.02 5.29  0.0008
H: 3.76 -0.35 5.63  0.0003
H: 5.05 -0.37 3.28  0.0016
H: 5.54 0.38 1.59  0.0000
H: 6.31 0.18 -0.71  0.0000
H: 4.60 -0.19 -2.52  0.0000
H: 2.25 -0.09 -1.92  -0.0045
C: -2.50 5.16 5.51  0.0002
C: -2.51 4.43 4.20  -0.0019
C: -1.35 4.28 3.45  -0.0010
C: -1.37 3.63 2.22  -0.0055
C: -2.58 3.13 1.75  0.0017
C: -3.74 3.26 2.48  0.0006
C: -3.71 3.90 3.71  -0.0005
S: -2.63 2.46 0.11  -0.0006
O: -4.00 2.27 -0.27  -0.0013
O: -1.85 3.32 -0.72  -0.0001
N: -1.85 0.97 0.23  -0.0073
C: -2.58 -0.16 0.49  -0.0118
C: -3.94 -0.34 0.82  0.0051
C: -4.41 -1.63 0.94  -0.0037
C: -3.55 -2.72 0.78  0.0060
C: -2.22 -2.44 0.55  -0.0019
N: -1.76 -1.20 0.42  0.0101
H: -1.49 5.41 5.82  0.0000
H: -2.97 4.57 6.29  0.0000
H: -3.06 6.10 5.43  0.0000
H: -0.42 4.69 3.82  -0.0004
H: -0.48 3.53 1.62  0.0083
H: -4.67 2.87 2.08  -0.0001
H: -4.62 4.01 4.28  0.0000
H: -4.60 0.50 0.94  0.0001
H: -5.45 -1.80 1.16  0.0002
H: -3.90 -3.74 0.84  0.0002
H: -1.47 -3.23 0.45  -0.0006

Summary:
**Spin multiplicity**: 2
**Energy relative to the best compared isomer or geometry (same formula, charge and spin)**: 25.23 kcal per mole
**Kohn-Sham gap (spin up / spin down)**: 6.32 / 6.42 eV
**Total charge**: +1

Density functional theory data (wB97M-V/def2-TZVPD) for C35H31BInN5O7S6 as an isolated structure.

Last column: Löwdin charge in e.
Cartesian coordinates (Å):
In: -0.88 -0.91 -0.93  0.3714
C: -3.07 4.22 3.88  -0.0577
C: -2.63 2.85 3.46  -0.2773
C: -1.61 2.19 4.14  -0.0441
C: -1.20 0.92 3.76  -0.0493
C: -1.79 0.31 2.66  -0.2481
C: -2.82 0.94 1.98  -0.0438
C: -3.23 2.20 2.39  -0.0335
S: -1.24 -1.30 2.15  0.5838
O: -2.28 -1.82 1.29  -0.3499
O: -0.95 -2.03 3.36  -0.3014
N: 0.02 -1.06 1.20  -0.1664
C: 1.32 -0.94 1.62  -0.2374
C: 1.75 -0.94 2.94  -0.0318
C: 3.11 -0.79 3.26  -0.0908
C: 4.06 -0.61 2.30  -0.0738
C: 3.68 -0.60 0.95  -0.1640
C: 4.60 -0.43 -0.11  -0.0264
C: 4.16 -0.41 -1.40  -0.0523
C: 2.78 -0.58 -1.65  -0.1310
N: 1.90 -0.76 -0.70  0.0883
C: 2.31 -0.77 0.59  -0.1527
H: -2.30 4.72 4.47  0.0698
H: -3.97 4.17 4.50  0.0775
H: -3.30 4.84 3.02  0.0696
H: -1.13 2.67 4.99  0.1058
H: -0.42 0.40 4.30  0.0987
H: -3.28 0.45 1.13  0.0909
H: -4.03 2.70 1.84  0.1186
H: 1.03 -1.11 3.72  0.0784
H: 3.40 -0.80 4.31  0.0986
H: 5.11 -0.49 2.56  0.0981
H: 5.65 -0.31 0.12  0.1086
H: 4.84 -0.27 -2.23  0.0983
H: 2.40 -0.57 -2.66  0.0638
S: -0.06 -1.42 -3.41  -0.0332
S: -1.85 -1.35 -4.40  -0.1354
S: -2.95 0.05 -3.37  -0.1256
S: -3.38 -0.89 -1.60  0.0273
C: 2.65 6.80 -2.13  -0.0768
C: 1.26 7.09 -1.57  -0.5642
C: 0.50 7.93 -2.60  -0.0550
C: 1.44 7.91 -0.27  -0.0559
C: 0.48 5.81 -1.27  -0.1833
C: -0.81 5.91 -0.75  -0.0521
C: -1.60 4.80 -0.47  0.0183
C: -1.05 3.56 -0.72  -0.2030
O: -1.57 2.32 -0.55  0.1140
B: -0.59 1.40 -0.96  -0.5237
O: 0.53 2.12 -1.38  0.1316
C: 0.24 3.44 -1.23  -0.1878
C: 1.02 4.55 -1.51  0.0644
H: 3.17 7.75 -2.34  0.0791
H: 2.59 6.25 -3.07  0.0853
H: 3.26 6.24 -1.42  0.0850
H: 1.05 8.85 -2.84  0.0778
H: -0.49 8.22 -2.22  0.0729
H: 0.35 7.36 -3.52  0.0902
H: 1.99 8.83 -0.48  0.0780
H: 1.99 7.33 0.47  0.0887
H: 0.47 8.18 0.16  0.0725
H: -1.23 6.89 -0.56  0.0993
H: -2.60 4.89 -0.08  0.1140
H: 2.01 4.41 -1.91  0.1142
O: -4.11 -9.60 -1.46  -0.3745
S: -3.02 -10.54 -1.59  0.3901
O: -3.05 -11.63 -0.63  -0.3810
O: -2.70 -10.93 -2.95  -0.3772
C: -1.52 -9.60 -1.14  -0.3468
N: -0.43 -10.32 -0.87  0.1114
C: 0.68 -9.65 -0.62  -0.1345
C: 0.74 -8.27 -0.63  -0.0089
C: -0.45 -7.59 -0.89  -0.2138
N: -1.57 -8.27 -1.16  0.1668
C: -0.55 -6.11 -0.88  -0.1300
C: -1.78 -5.48 -1.03  0.0338
C: -1.85 -4.10 -0.98  -0.0990
N: -0.77 -3.33 -0.81  -0.0133
C: 0.41 -3.93 -0.68  -0.1199
C: 0.57 -5.30 -0.70  0.0019
H: 1.56 -10.24 -0.41  0.1008
H: 1.66 -7.75 -0.42  0.0904
H: -2.66 -6.09 -1.17  0.1207
H: -2.79 -3.57 -1.07  0.0768
H: 1.26 -3.27 -0.54  0.1015
H: 1.56 -5.71 -0.59  0.0991

Summary:
**Spin multiplicity**: 1
**Kohn-Sham gap**: 5.92 eV
**Total charge**: -2

no.,E_tot (Eh)
1,-3857.22371
2,-5205.63640
3,-2405.67709
4,-2175.25887
5,-2910.49416
6,-4757.23206